Below is C12H33N3O3Pd as an isolated structure in a non-equilibrium geometry, with properties calculated with ωB97M-V with the def2-TZVPD basis set.

Values from the calculation:
Multiplicity: 3
Total charge: +2
Lowest unoccupied orbital energy (alpha / beta) in eV: -5.13 / -6.75
Calculated total energy in hartree: -994.2188
HOMO-LUMO gap (alpha / beta) in eV: 10.05 / 9.86
Energy above the lowest of the compared OMol25 structures with the same formula, charge and spin in kcal per mole: 0.0

CARTESIAN COORDINATES (ANGSTROEM)
Pd -0.0103 -0.1507 -0.0486
C -4.3293 -0.5722 -0.4491
C -2.8660 -0.0996 -0.4502
C -2.6772 1.1294 0.4703
O -1.3021 1.5890 0.5184
C -1.3044 2.9076 1.0058
N -2.0055 -1.1906 0.0564
H -4.4896 -1.3351 -1.2110
H -4.8833 0.2932 -0.8127
H -4.6877 -0.7904 0.5569
H -2.4284 0.1929 -1.4047
H -2.9541 0.7212 1.4423
H -3.3755 1.8792 0.0987
H -1.8948 3.5647 0.3673
H -0.2993 3.2676 1.2260
H -1.6977 2.9172 2.0223
H -2.3884 -1.4850 0.9433
H -2.2286 -2.0577 -0.4110
C 2.4250 -3.5106 1.1313
C 1.2215 -2.5591 1.2320
C 1.2347 -1.3970 2.3288
O 0.3585 -0.3149 2.0768
C 0.2106 0.4501 3.2896
N 1.2834 -1.9878 -0.0628
H 3.3957 -3.0733 0.8979
H 2.2542 -4.4031 0.5293
H 2.7055 -3.8440 2.1305
H 0.2628 -3.0112 1.4862
H 2.2633 -1.0456 2.2470
H 1.2218 -1.8527 3.3189
H -0.5706 1.1972 3.1493
H 1.1736 0.9325 3.4565
H 0.0033 -0.2729 4.0785
H 1.0865 -2.7995 -0.6308
H 2.2450 -1.8722 -0.3495
C 2.4072 2.9326 -1.6895
C 1.3419 1.9280 -1.3845
C 1.1979 0.8147 -2.4259
O 0.1224 -0.0232 -2.1810
C 0.0041 -0.9564 -3.2661
N 1.6525 1.2660 -0.1252
H 3.3173 2.3365 -1.6236
H 2.4659 3.7838 -1.0111
H 2.3728 3.2390 -2.7350
H 0.4627 2.5713 -1.3481
H 2.1276 0.2620 -2.5608
H 1.0977 1.4755 -3.2869
H -0.6621 -1.7819 -3.0152
H 0.9455 -1.4061 -3.5816
H -0.2838 -0.6242 -4.2636
H 1.9207 1.8820 0.6289
H 2.5569 0.8831 -0.3611